1.
Density functional theory data (ωB97M-V/def2-TZVPD) for 2 unconnected molecules or ions with the total composition C25H49NO4PS in a non-equilibrium geometry.

Its charge is +1.

Atoms and positions in Å:
C1 -2.573 -2.141 1.528
C2 -2.412 2.555 1.973
H1 -2.189 2.509 -0.916
H2 -2.397 -1.189 2.027
H3 -2.962 -3.275 -2.793
O1 5.488 1.242 2.330
H4 -0.624 3.675 1.382
C3 5.583 2.879 0.590
C4 -0.811 1.065 -0.155
H5 1.490 -0.311 -1.451
C5 2.994 0.907 -0.466
H6 2.902 1.644 2.590
H7 -3.672 -1.718 -2.364
C6 -3.461 -2.721 -1.998
C7 6.144 1.929 -1.777
C8 3.573 2.425 2.226
H8 -5.180 -3.040 0.220
C9 4.185 0.652 0.467
P1 2.658 3.989 1.856
H9 -6.601 -3.366 -0.756
H10 -0.268 0.692 1.877
H11 3.299 5.012 2.564
H12 -4.242 -4.876 0.471
H13 -5.763 -5.227 -1.678
H14 -4.985 -3.675 -3.918
H15 -4.246 -5.262 -2.573
C10 5.469 3.034 -0.923
H16 -4.350 -6.454 -0.284
H17 1.652 -0.647 1.592
H18 -3.302 -2.712 2.110
H19 -1.779 2.126 2.749
H20 -6.493 -1.017 0.062
S1 2.327 4.456 -0.007
H21 1.439 3.793 2.529
C11 8.136 0.629 -0.605
H22 -2.190 -3.594 -0.461
C12 -1.550 3.304 0.942
H23 -0.420 0.713 -1.113
H24 5.032 0.215 -0.057
C13 7.264 1.248 -1.137
H25 -0.528 3.066 -0.936
H26 -2.944 -5.473 -0.578
O2 4.347 2.776 3.405
H27 6.527 2.393 -2.688
C14 1.106 -0.397 0.680
H28 0.415 -1.227 0.495
H29 -6.536 -3.577 -3.044
O3 -3.120 -1.878 0.234
H30 5.918 3.992 -1.181
H31 -2.101 4.195 0.638
N1 -4.813 -3.383 -1.831
C15 -5.534 -3.166 -3.130
C16 2.056 -0.309 -0.520
H32 6.599 2.657 0.900
H33 2.421 1.770 -0.145
H34 5.344 3.860 1.015
H35 -1.634 -2.087 -1.165
H36 -1.636 -2.696 1.478
C17 -5.665 -2.807 -0.719
H37 -1.663 0.418 0.070
C18 -1.257 2.516 -0.343
C19 -5.945 -1.323 -0.827
H38 9.014 0.056 -0.388
H39 3.354 1.102 -1.475
H40 5.406 1.202 -2.114
H41 0.852 1.750 1.063
C20 4.644 1.860 1.274
C21 0.252 0.851 0.931
H42 -2.944 1.728 1.503
H43 3.897 -0.086 1.219
H44 -5.576 -2.105 -3.346
H45 -5.037 -0.726 -0.866
O4 6.373 2.172 4.194
C22 -4.729 -4.887 -1.672
C23 -2.527 -2.617 -0.807
H46 -3.109 3.224 2.469
C24 -4.021 -5.428 -0.440
H47 4.430 3.109 -1.229
C25 5.515 2.071 3.386
H48 2.675 -1.210 -0.524
H49 -6.568 -1.078 -1.686

=====

2.
Density functional theory data (ωB97M-V/def2-TZVPD) for a molecular structure, C44H39CrF6N2O6PS2Si in a non-equilibrium geometry.

Its charge is +1. Its relative energy (zero: lowest compared OMol25 entry of this formula, charge and spin) is 48.41 kcal per mole. As for the spin multiplicity: 4.

Atoms and positions in Å:
H1 12.996 6.666 11.675
C1 6.775 11.425 9.681
O1 10.919 12.554 11.662
S1 13.713 17.059 11.562
H2 11.137 10.714 13.875
C2 11.979 11.811 6.971
N1 14.925 16.066 11.274
C3 8.316 14.319 16.742
C4 9.807 14.736 14.835
H3 12.607 15.146 17.046
C5 13.050 10.467 9.179
H4 6.543 14.643 13.799
S2 14.844 14.435 11.063
C6 12.569 13.899 15.285
H5 10.703 19.506 15.951
C7 14.877 14.438 9.188
C8 13.744 10.545 7.978
H6 10.397 14.788 16.872
H7 6.070 12.240 9.683
C9 11.791 11.023 9.270
C10 7.538 9.241 9.141
H8 12.533 12.284 13.803
C11 8.735 9.385 9.806
H9 15.243 11.795 17.186
H10 7.096 16.610 10.500
H11 11.193 15.611 8.945
H12 12.081 8.694 15.219
O2 14.104 18.074 12.472
H13 11.861 8.341 10.315
H14 8.296 14.191 17.816
P1 11.539 14.881 14.274
C12 13.193 18.072 9.953
H15 14.368 13.848 18.210
F1 13.690 14.686 8.635
C13 9.049 10.651 10.310
H16 11.622 12.522 6.201
C14 13.415 16.937 14.974
C15 11.228 11.663 8.163
H17 7.367 8.304 8.621
N2 9.703 15.289 11.672
C16 14.418 12.308 16.688
C17 13.229 11.196 6.887
C18 7.408 14.553 14.500
C19 9.551 14.587 16.185
C20 10.451 14.896 8.652
H18 14.763 18.537 15.410
C21 11.483 9.785 13.380
C22 8.831 15.383 12.639
C23 13.738 18.206 15.505
H19 10.602 14.878 7.548
O3 13.535 13.779 11.335
C24 13.870 11.878 15.446
Cr1 11.634 14.388 11.831
O4 7.796 16.246 12.357
H20 6.190 14.152 16.218
C25 9.067 15.469 9.114
H21 13.044 19.966 16.540
C26 9.256 16.244 10.499
C27 6.572 10.228 9.036
C28 11.858 8.497 11.366
H22 10.212 11.990 8.153
H23 12.834 6.761 14.139
H24 8.391 16.044 7.051
H25 8.076 17.933 11.159
F2 15.215 13.148 8.793
C29 11.435 18.729 15.730
H26 13.767 11.153 5.935
F3 12.619 17.345 9.003
C30 7.220 14.333 15.865
C31 13.939 13.486 17.259
C32 8.560 16.472 8.082
C33 12.035 16.547 14.845
O5 16.104 13.873 11.562
C34 12.773 19.072 16.006
F4 12.315 18.999 10.373
H27 13.545 10.045 10.056
F5 14.251 18.690 9.420
H28 14.201 16.276 14.635
H29 9.277 17.294 7.811
H30 14.315 10.992 15.008
H31 10.093 16.963 10.393
Si1 10.867 11.094 10.908
H32 14.772 10.155 7.890
C35 12.946 12.640 14.748
H33 7.606 16.911 8.416
C36 11.524 9.712 11.974
H34 8.185 12.548 10.930
C37 8.698 14.841 13.992
C38 12.510 7.494 12.133
O6 12.408 16.302 11.753
H35 10.775 13.889 9.156
C39 12.983 14.258 16.587
H36 10.001 17.275 14.969
C40 7.999 16.832 11.071
H37 9.365 8.496 9.980
C41 8.002 11.654 10.358
C42 11.018 17.512 15.209
C43 12.445 7.561 13.512
H38 5.631 9.953 8.526
H39 8.326 14.714 9.319
C44 11.997 8.706 14.145
F6 15.802 15.284 8.669

=====

Going through the records in order, we get electronic energy values of -2076.90740 -5331.73761 hartree.